Density functional theory data (ωB97M-V with the def2-TZVPD basis set) for a 19-piece molecular cluster, C78H90N16O30 overall.

The calculation puts the HOMO-LUMO gap at 0.0303 Ha. As for the LUMO energy: -8.41 eV. The charge is +2.

Each atom is followed by the atoms it is bonded to, with distances in Å.
CARTESIAN COORDINATES (ANGSTROEM)
1 C 20.0217 12.2130 15.9259  N2 1.490, H15 1.119, H16 1.062, H17 1.064
2 N 21.1123 13.2032 15.6993  C1 1.490, C3 1.313, C7 1.375
3 C 21.0067 13.8554 14.5643  N2 1.313, C4 1.419, H18 1.086
4 C 21.9819 14.8062 14.1674  C3 1.419, C5 1.382, H19 1.100
5 C 22.7786 15.2852 15.1895  C4 1.382, C6 1.378, C8 1.516
6 C 22.8338 14.6349 16.4027  C5 1.378, C7 1.356, H20 1.094
7 C 22.0977 13.5147 16.6057  N2 1.375, C6 1.356, H21 1.027
8 C 23.5535 16.5832 15.0821  C5 1.516, C9 1.452, C13 1.347
9 C 24.0626 17.0479 13.8046  C8 1.452, C10 1.392, H22 1.066
10 C 24.6067 18.3287 13.7877  C9 1.392, N11 1.338, H23 1.049
11 N 24.5797 19.1268 14.8611  C10 1.338, C12 1.345, C14 1.560
12 C 24.0934 18.6753 16.0307  N11 1.345, C13 1.360, H24 1.106
13 C 23.5918 17.4160 16.1401  C8 1.347, C12 1.360, H25 1.051
14 C 25.0476 20.6040 14.6821  N11 1.560, H26 1.127, H27 1.078, H28 1.089
15 H 20.2849 11.3662 15.2433  C1 1.119
16 H 19.0689 12.6412 15.7343  C1 1.062
17 H 20.0511 12.0028 16.9683  C1 1.064
18 H 20.1186 13.6320 13.9804  C3 1.086
19 H 21.9287 15.3075 13.1901  C4 1.100
20 H 23.4294 14.9360 17.2698  C6 1.094
21 H 22.1774 13.0011 17.4912  C7 1.027
22 H 24.1111 16.6142 12.8321  C9 1.066
23 H 25.0525 18.7709 12.9471  C10 1.049
24 H 23.9072 19.3505 16.8870  C12 1.106
25 H 23.1409 17.0681 17.0229  C13 1.051
26 H 24.8452 20.9082 13.6157  C14 1.127
27 H 26.0875 20.8393 14.8399  C14 1.078
28 H 24.4892 21.1515 15.4400  C14 1.089
29 C 20.6835 23.2446 18.6182  N30 1.482, H43 1.115, H44 1.073, H45 1.059
30 N 20.1086 21.9780 19.1303  C29 1.482, C31 1.383, C35 1.333
31 C 20.7474 21.1801 20.0625  N30 1.383, C32 1.389, H46 1.049
32 C 20.1579 19.9793 20.4359  C31 1.389, C33 1.413, H47 1.093
33 C 18.9663 19.5824 19.7885  C32 1.413, C34 1.371, C36 1.506
34 C 18.4847 20.3630 18.7693  C33 1.371, C35 1.354, H48 1.096
35 C 19.0242 21.5686 18.4721  N30 1.333, C34 1.354, H49 1.098
36 C 18.4717 18.1829 20.0462  C33 1.506, C37 1.371, C41 1.334
37 C 18.4790 17.8095 21.3649  C36 1.371, C38 1.382
38 C 18.2064 16.4589 21.4672  C37 1.382, N39 1.372, H51 1.084
39 N 18.2703 15.5871 20.4101  C38 1.372, C40 1.300, C42 1.503
40 C 18.2233 16.0381 19.1917  N39 1.300, C41 1.399, H52 1.075
41 C 18.1242 17.4217 19.0076  C36 1.334, C40 1.399, H53 1.059
42 C 18.3768 14.1341 20.7781  N39 1.503, H54 1.121, H55 1.133, H56 1.135
43 H 21.3238 23.6426 19.4397  C29 1.115
44 H 19.8268 23.8856 18.5329  C29 1.073
45 H 21.1803 23.1298 17.6896  C29 1.059
46 H 21.6416 21.5201 20.4935  C31 1.049
47 H 20.5846 19.4345 21.2821  C32 1.093
48 H 17.6311 19.9407 18.2261  C34 1.096
49 H 18.5246 22.1375 17.6767  C35 1.098
50 H 10.5201 27.0169 27.6430  O179 0.976
51 H 18.0516 15.9484 22.4105  C38 1.084
52 H 18.1674 15.3550 18.3632  C40 1.075
53 H 17.9463 17.7772 18.0266  C41 1.059
54 H 17.5589 13.5692 20.2608  C42 1.121
55 H 18.3641 13.9505 21.8960  C42 1.133
56 H 19.3506 13.7077 20.3807  C42 1.135
57 C 19.4131 17.0614 13.9449  N58 1.443, H71 1.138, H72 1.087, H73 1.120
58 N 18.1781 17.7315 14.2752  C57 1.443, C59 1.361, C63 1.378
59 C 17.8711 18.9097 13.6675  N58 1.361, C60 1.350, H74 1.025
60 C 16.8998 19.7319 14.1177  C59 1.350, C61 1.401, H75 1.135
61 C 16.1011 19.3963 15.2193  C60 1.401, C62 1.410, C64 1.528
62 C 16.3038 18.0947 15.7226  C61 1.410, C63 1.394, H76 1.094
63 C 17.3559 17.2897 15.2892  N58 1.378, C62 1.394, H77 1.108
64 C 15.0717 20.3234 15.8645  C61 1.528, C65 1.441, C69 1.440
65 C 14.6429 20.1018 17.2223  C64 1.441, C66 1.375, H78 1.074
66 C 13.6881 20.8990 17.8087  C65 1.375, N67 1.349, H79 1.082
67 N 13.2975 22.0411 17.2053  C66 1.349, C68 1.325, C70 1.475
68 C 13.7542 22.3850 16.0095  N67 1.325, C69 1.395, H80 1.128
69 C 14.5823 21.5405 15.2697  C64 1.440, C68 1.395, H81 1.074
70 C 12.3990 22.9644 17.9244  N67 1.475, H82 1.079, H83 1.106, H84 1.042
71 H 19.3279 16.6308 12.8946  C57 1.138
72 H 19.5984 16.2313 14.6210  C57 1.087
73 H 20.1421 17.9094 14.0109  C57 1.120
74 H 18.5056 19.2192 12.9239  C59 1.025
75 H 16.9260 20.7669 13.6516  C60 1.135
76 H 15.6982 17.6734 16.5297  C62 1.094
77 H 17.6245 16.3458 15.8027  C63 1.108
78 H 15.0521 19.3002 17.8087  C65 1.074
79 H 13.3295 20.7291 18.8158  C66 1.082
80 H 13.3772 23.3688 15.6059  C68 1.128
81 H 14.8461 21.7250 14.2453  C69 1.074
82 H 11.3556 22.7000 17.8518  C70 1.079
83 H 12.3977 23.9347 17.3943  C70 1.106
84 H 12.7258 23.0355 18.9109  C70 1.042
85 C 12.9701 21.0870 22.3115  N86 1.495, H99 1.149, H100 1.115, H101 1.084
86 N 13.4817 22.0989 23.2854  C85 1.495, C87 1.298, C91 1.349
87 C 12.8331 23.2037 23.4915  N86 1.298, C88 1.339, H102 1.054
88 C 13.3694 24.2427 24.1448  C87 1.339, C89 1.378, H103 1.073
89 C 14.6092 24.0916 24.7275  C88 1.378, C90 1.366, C92 1.535
90 C 15.2865 22.9091 24.6349  C89 1.366, C91 1.355, H104 1.145
91 C 14.6827 21.9566 23.8837  N86 1.349, C90 1.355, H105 1.139
92 C 15.2664 25.2487 25.4933  C89 1.535, C93 1.438, C97 1.393
93 C 14.4677 25.9970 26.4257  C92 1.438, C94 1.342
94 C 15.0810 27.0417 27.0030  C93 1.342, N95 1.371, H107 1.027
95 N 16.2937 27.5028 26.5610  C94 1.371, C96 1.340, C98 1.508
96 C 17.0543 26.8068 25.7052  N95 1.340, C97 1.376, H108 1.111
97 C 16.5855 25.6065 25.2218  C92 1.393, C96 1.376, H109 1.104
98 C 16.7564 28.8403 27.0808  N95 1.508, H110 1.081, H111 1.088, H112 1.092
99 H 13.3935 20.0559 22.5913  C85 1.149
100 H 13.3558 21.4816 21.3428  C85 1.115
101 H 11.8964 21.2265 22.2550  C85 1.084
102 H 11.8762 23.1759 23.0506  C87 1.054
103 H 12.8567 25.1855 24.1351  C88 1.073
104 H 16.3169 22.6884 25.0839  C90 1.145
105 H 15.3072 21.0541 23.5798  C91 1.139
106 H 19.1833 30.3158 4.5703  no bonds
107 H 14.6536 27.7142 27.6503  C94 1.027
108 H 17.9361 27.3604 25.3175  C96 1.111
109 H 17.1776 25.0967 24.4422  C97 1.104
110 H 16.5449 29.5736 26.3147  C98 1.081
111 H 17.8405 28.7620 27.1371  C98 1.088
112 H 16.4111 29.1687 28.0634  C98 1.092
113 C 15.2812 12.3875 17.6292  N114 1.522, H127 1.124, H128 1.059, H129 1.126
114 N 14.0391 13.2599 17.5221  C113 1.522, C115 1.346, C119 1.339
115 C 13.3978 13.6208 18.6495  N114 1.346, C116 1.434, H130 1.067
116 C 12.4482 14.6936 18.6972  C115 1.434, C117 1.397, H131 1.056
117 C 12.0686 15.2645 17.4796  C116 1.397, C118 1.354, C120 1.461
118 C 12.7547 14.8622 16.3836  C117 1.354, C119 1.424, H132 1.056
119 C 13.7782 13.8724 16.3603  N114 1.339, C118 1.424, H133 1.034
120 C 11.1358 16.3881 17.4526  C117 1.461, C121 1.403, C125 1.332
121 C 10.4338 16.7679 18.6066  C120 1.403, C122 1.421, H134 1.083
122 C 9.7871 18.0324 18.6348  C121 1.421, N123 1.369, H135 1.047
123 N 9.7944 18.8614 17.5452  C122 1.369, C124 1.323, C126 1.461
124 C 10.4709 18.4704 16.4770  N123 1.323, C125 1.399, H136 1.106
125 C 11.1832 17.2665 16.4518  C120 1.332, C124 1.399, H137 1.076
126 C 9.1953 20.1879 17.4230  N123 1.461, H138 1.087, H139 1.126, H140 1.072
127 H 15.5092 11.9069 16.6388  C113 1.124
128 H 15.1743 11.6168 18.3469  C113 1.059
129 H 16.1161 13.1278 17.7804  C113 1.126
130 H 13.9084 13.2961 19.5279  C115 1.067
131 H 11.9788 14.9740 19.6007  C116 1.056
132 H 12.4637 15.3728 15.5066  C118 1.056
133 H 14.3182 13.6615 15.5044  C119 1.034
134 H 10.5028 16.1940 19.5225  C121 1.083
135 H 9.3013 18.3103 19.5199  C122 1.047
136 H 10.5111 19.1611 15.6147  C124 1.106
137 H 11.8058 17.0387 15.6043  C125 1.076
138 H 8.4281 20.1968 16.6530  C126 1.087
139 H 9.9500 20.8933 16.9757  C126 1.126
140 H 8.9771 20.5697 18.4004  C126 1.072
141 C 20.3062 12.9182 10.1905  N142 1.496, H155 1.136, H156 1.128, H157 1.055
142 N 18.9308 13.5063 10.1787  C141 1.496, C143 1.382, C147 1.704
143 C 17.7938 12.7606 10.4260  N142 1.382, C144 1.335, H158 1.144
144 C 16.6904 13.3786 10.8538  C143 1.335, C145 1.434, H159 1.098
145 C 16.6022 14.8052 10.9634  C144 1.434, C146 1.319, C148 1.460
146 C 17.6736 15.5241 10.6892  C145 1.319, C147 1.463, H160 1.081
147 C 19.0619 15.1949 10.3646  N142 1.704, C146 1.463, H161 1.083, O191 1.306
148 C 15.3238 15.4162 11.3142  C145 1.460, C149 1.413, C153 1.427
149 C 15.1272 16.5371 12.1522  C148 1.413, C150 1.420, H162 1.024
150 C 13.8411 17.0320 12.4946  C149 1.420, N151 1.335, H163 1.038
151 N 12.7614 16.3875 12.0468  C150 1.335, C152 1.351, C154 1.478
152 C 12.8836 15.3753 11.1599  N151 1.351, C153 1.396, H164 1.095
153 C 14.1256 14.8954 10.7401  C148 1.427, C152 1.396, H165 1.060
154 C 11.4369 17.0342 12.1612  N151 1.478, H166 1.104, H167 1.138, H168 1.075
155 H 20.7158 13.3016 11.1783  C141 1.136
156 H 20.8236 13.4702 9.3535  C141 1.128
157 H 20.2613 11.8935 9.9455  C141 1.055
158 H 17.8783 11.6199 10.4358  C143 1.144
159 H 15.8333 12.7638 11.1596  C144 1.098
160 H 17.4963 16.5899 10.7008  C146 1.081
161 H 19.1898 15.3804 9.3053  C147 1.083
162 H 16.0219 16.9093 12.4825  C149 1.024
163 H 13.7224 17.9341 12.9936  C150 1.038
164 H 11.9685 15.0839 10.6340  C152 1.095
165 H 14.2978 14.1767 9.9804  C153 1.060
166 H 11.0017 16.9329 13.1708  C154 1.104
167 H 10.7688 16.5176 11.3983  C154 1.138
168 H 11.4040 18.0486 11.8062  C154 1.075
169 O 20.3248 19.7214 16.2774  C170 1.413, H173 0.990
170 C 21.6153 20.2564 16.0665  O169 1.413, O171 1.219, O172 1.215
171 O 22.2863 20.2432 17.0843  C170 1.219
172 O 21.8780 20.7584 14.9918  C170 1.215
173 H 20.4799 19.2232 17.1188  O169 0.990
174 O 12.4799 21.7148 13.0463  C175 1.457, H178 0.989
175 C 12.1587 20.5349 13.8375  O174 1.457, O176 1.252, O177 1.240
176 O 12.6534 19.4279 13.5258  C175 1.252
177 O 11.3972 20.7960 14.7806  C175 1.240
178 H 12.9369 21.4118 12.2230  O174 0.989
179 O 11.2872 26.4205 27.7383  H50 0.976, H183 0.925
180 C 16.3706 24.0539 21.8432  O181 1.180, O182 1.190
181 O 15.3090 24.4984 21.5823  C180 1.180
182 O 17.3589 23.4450 22.1040  C180 1.190
183 H 10.9544 25.5762 27.9152  O179 0.925
184 O 14.8768 16.9085 18.8007  C185 1.391, H188 0.947
185 C 15.5097 15.6966 18.5453  O184 1.391, O186 1.236, O187 1.242
186 O 15.7312 15.4191 17.3612  C185 1.236
187 O 15.6884 15.0036 19.5605  C185 1.242
188 H 14.7894 16.9537 19.7427  O184 0.947
189 O 29.0111 22.8192 7.4972  C190 1.152
190 C 28.8156 21.8501 6.9065  O189 1.152, O192 1.216
191 O 20.0551 15.5009 11.1555  C147 1.306
192 O 28.5883 20.7454 6.4509  C190 1.216
193 H 13.0488 30.6853 28.6672  no bonds
194 O 8.9834 20.6401 20.5338  C195 1.360, H198 1.007
195 C 10.2814 21.0426 20.4840  O194 1.360, O196 1.235, O197 1.257
196 O 11.0130 20.3024 19.8190  C195 1.235
197 O 10.5213 22.1163 21.0912  C195 1.257
198 H 8.5036 21.3337 21.0842  O194 1.007
199 N 20.4606 16.0553 17.3383  O200 1.222, O201 1.274, O202 1.263
200 O 20.8988 17.0772 16.8314  N199 1.222
201 O 20.8179 15.5865 18.4673  N199 1.274
202 O 19.7050 15.2567 16.7171  N199 1.263
203 N 16.8681 13.6730 14.3442  O204 1.291, O205 1.228, O206 1.255
204 O 17.9022 14.3462 13.9646  N203 1.291
205 O 15.7191 13.9199 13.9863  N203 1.228
206 O 17.0854 12.6116 14.9773  N203 1.255
207 N 15.4600 18.0272 22.4059  O208 1.276, O209 1.250, O210 1.249
208 O 16.2183 17.0828 22.8078  N207 1.276
209 O 14.5849 17.8309 21.5351  N207 1.250
210 O 15.6720 19.1736 22.8548  N207 1.249
211 N 16.9162 23.6555 18.3306  O212 1.257, O213 1.245, O214 1.222
212 O 15.8361 23.9837 18.8843  N211 1.257
213 O 16.9411 22.8214 17.4067  N211 1.245
214 O 18.0053 24.0718 18.6970  N211 1.222

Here are the Löwdin charges for atoms 1 to 99, given in e: atom 1 (C): 0.0498, atom 2 (N): -0.0655, atom 3 (C): -0.0182, atom 4 (C): 0.0686, atom 5 (C): -0.1294, atom 6 (C): 0.0000, atom 7 (C): 0.0244, atom 8 (C): -0.0895, atom 9 (C): 0.0744, atom 10 (C): -0.0202, atom 11 (N): -0.0258, atom 12 (C): 0.0098, atom 13 (C): 0.0079, atom 14 (C): 0.0632, atom 15 (H): 0.1310, atom 16 (H): 0.0475, atom 17 (H): 0.0920, atom 18 (H): 0.1286, atom 19 (H): 0.1286, atom 20 (H): 0.1505, atom 21 (H): 0.1234, atom 22 (H): 0.1169, atom 23 (H): 0.1235, atom 24 (H): 0.1376, atom 25 (H): 0.1058, atom 26 (H): 0.1177, atom 27 (H): 0.0844, atom 28 (H): 0.0873, atom 29 (C): 0.0342, atom 30 (N): -0.0390, atom 31 (C): 0.0305, atom 32 (C): 0.0449, atom 33 (C): -0.1087, atom 34 (C): 0.0171, atom 35 (C): -0.0402, atom 36 (C): -0.2108, atom 37 (C): 0.1384, atom 38 (C): -0.0605, atom 39 (N): -0.0551, atom 40 (C): -0.0780, atom 41 (C): 0.0143, atom 42 (C): 0.0248, atom 43 (H): 0.1148, atom 44 (H): 0.0528, atom 45 (H): 0.0927, atom 46 (H): 0.1203, atom 47 (H): 0.1265, atom 48 (H): 0.1264, atom 49 (H): 0.1121, atom 50 (H): 0.0514, atom 51 (H): 0.1090, atom 52 (H): 0.1214, atom 53 (H): 0.1010, atom 54 (H): 0.0889, atom 55 (H): 0.1141, atom 56 (H): 0.1047, atom 57 (C): -0.0062, atom 58 (N): -0.0481, atom 59 (C): -0.0218, atom 60 (C): 0.0243, atom 61 (C): -0.0889, atom 62 (C): 0.0356, atom 63 (C): 0.0400, atom 64 (C): -0.0574, atom 65 (C): 0.0540, atom 66 (C): 0.0222, atom 67 (N): -0.0498, atom 68 (C): -0.0080, atom 69 (C): 0.0340, atom 70 (C): 0.0481, atom 71 (H): 0.0954, atom 72 (H): 0.0518, atom 73 (H): 0.1245, atom 74 (H): 0.1236, atom 75 (H): 0.1589, atom 76 (H): 0.0993, atom 77 (H): 0.1285, atom 78 (H): 0.0993, atom 79 (H): 0.1303, atom 80 (H): 0.1756, atom 81 (H): 0.1123, atom 82 (H): 0.0934, atom 83 (H): 0.1147, atom 84 (H): 0.0798, atom 85 (C): 0.0559, atom 86 (N): -0.0485, atom 87 (C): -0.0290, atom 88 (C): 0.0323, atom 89 (C): -0.1565, atom 90 (C): 0.0019, atom 91 (C): -0.0038, atom 92 (C): -0.1392, atom 93 (C): 0.1075, atom 94 (C): -0.0788, atom 95 (N): -0.0904, atom 96 (C): -0.0285, atom 97 (C): 0.0078, atom 98 (C): 0.0231, atom 99 (H): 0.1173